{
  "formula": "C3H6N2",
  "method": "the ωB97M-V functional and the def2-TZVPD basis",
  "homo_lumo_gap_ev": [7.423, 7.422],
  "energy_ev": -6185.04857,
  "spin_multiplicity": 1,
  "homo_ha": [-0.2761, -0.2761],
  "elements": ["N", "N", "C", "C", "C", "H", "H", "H", "H", "H", "H"],
  "xyz": [[0.0345, 0.7900, 0.5175], [-0.8276, 0.1935, -1.7348], [1.2579, 0.8468, 0.8699], [-0.8668, -1.5149, 0.0479], [-0.6202, -0.3693, -0.6042], [-0.4795, 1.6587, 0.3678], [-0.6902, -1.6213, 1.1064], [1.7701, 1.7841, 1.0647], [1.7993, -0.0844, 0.9885], [-0.0202, 0.6419, -2.1554], [-1.3572, -2.3251, -0.4684]],
  "atomic_forces_ev_per_a": [[0.71, 0.24, -0.11], [0.08, 0.29, 0.65], [-0.60, 0.07, 0.01], [-0.01, 0.35, 0.24], [-0.53, -0.87, -0.64], [0.21, -0.01, 0.07], [-0.11, 0.15, 0.05], [-0.07, 0.03, 0.10], [0.03, -0.06, -0.16], [0.02, -0.10, -0.01], [0.29, -0.08, -0.21]],
  "mulliken_charge": [-0.252, -0.713, -0.267, -0.891, 0.515, 0.293, 0.256, 0.254, 0.290, 0.215, 0.301]
}

=====

{
  "formula": "C2H8KN4O2",
  "method": "the ωB97M-V functional and the def2-TZVPD basis",
  "homo_lumo_gap_ev": [9.045, 1.966],
  "energy_ev": -28567.49133,
  "spin_multiplicity": 2,
  "total_charge": 2,
  "homo_ha": [-0.5853, -0.5745],
  "elements": ["K", "O", "O", "N", "N", "N", "N", "C", "C", "H", "H", "H", "H", "H", "H", "H", "H"],
  "xyz": [[-1.9713, 0.8388, -0.0543], [-0.7779, -0.5607, 2.2013], [0.0863, 1.0526, -2.0651], [2.1750, 1.7434, -2.0312], [0.8379, 2.5462, -3.4660], [-1.6972, -2.5485, 1.8271], [-0.7750, -2.0538, 3.7759], [0.9746, 1.7255, -2.4694], [-1.0495, -1.6431, 2.6026], [1.6614, 2.9799, -3.8582], [0.0764, 2.3382, -4.0961], [-1.9088, -3.4193, 2.2930], [-1.8534, -2.3299, 0.8534], [2.3338, 1.1592, -1.2227], [-0.2031, -1.3345, 4.1948], [2.6765, 2.5439, -2.3884], [-0.5856, -3.0377, 3.9032]],
  "atomic_forces_ev_per_a": [[0.08, -0.19, 0.44], [0.74, 4.75, -2.14], [-2.19, -1.51, 1.38], [3.73, 0.71, 1.46], [0.02, 2.04, -4.23], [-0.22, -0.33, -0.05], [1.53, -0.77, 4.00], [-3.39, -1.92, 0.87], [-2.09, -2.45, -3.24], [-0.13, 0.72, -0.50], [-0.59, 0.48, -0.33], [-0.41, -0.13, -0.97], [-0.06, -0.66, 0.43], [1.12, -0.11, 0.32], [0.21, -0.64, 0.98], [1.56, -0.27, 1.02], [0.10, 0.28, 0.58]],
  "mulliken_charge": [0.942, -0.609, -0.520, -0.149, -0.161, -0.373, -0.417, 0.630, 0.652, 0.261, 0.330, 0.187, 0.134, 0.316, 0.277, 0.264, 0.236]
}

=====

{
  "formula": "C25H23Br2IrN3O6S2",
  "method": "the ωB97M-V functional and the def2-TZVPD basis",
  "homo_lumo_gap_ev": [5.729, 6.910],
  "energy_ev": -207633.34390,
  "spin_multiplicity": 5,
  "total_charge": 1,
  "homo_ha": [-0.3105, -0.4205],
  "elements": ["Ir", "Br", "Br", "S", "S", "O", "O", "O", "O", "O", "O", "N", "N", "N", "C", "C", "C", "C", "C", "C", "C", "C", "C", "C", "C", "C", "C", "C", "C", "C", "C", "C", "C", "C", "C", "C", "C", "C", "C", "H", "H", "H", "H", "H", "H", "H", "H", "H", "H", "H", "H", "H", "H", "H", "H", "H", "H", "H", "H", "H", "H", "H"],
  "xyz": [[0.0750, -0.0872, 0.5087], [6.5947, 0.5419, -0.4950], [1.2882, 6.2588, -1.7663], [-1.2809, 0.5874, 3.3412], [-2.8596, 1.4480, 0.4831], [-2.0088, 2.6317, -0.1229], [-0.3339, -1.1021, 2.6276], [-2.1540, 0.1698, 0.3266], [-1.7752, -0.8450, 2.7970], [-4.0481, 1.4605, -0.3141], [-0.7806, 1.4313, 2.2259], [-3.0654, -2.2543, -0.7928], [2.0949, 0.2350, 0.6453], [0.2928, 1.9811, -0.1377], [-3.6603, 1.5383, 4.5139], [-0.6481, 3.0294, 0.1184], [4.7775, 0.4616, -0.0012], [1.7665, -3.7999, -1.1212], [-0.4649, -4.3527, -0.5095], [-2.9542, 1.3339, 3.3432], [0.8885, 4.5761, -0.9968], [-4.5953, 2.6361, 2.1345], [-3.4520, 1.8498, 2.1453], [1.9044, 3.6634, -0.7901], [-0.4061, 4.2956, -0.6307], [0.7791, -4.7557, -0.9641], [-4.8234, 2.2968, 4.5041], [-2.1042, -2.6993, 0.3110], [2.9962, -0.6409, 1.1266], [4.3348, -0.5663, 0.8583], [1.5703, 2.3276, -0.3499], [2.5406, 1.3217, -0.0881], [3.8978, 1.4024, -0.4583], [-5.2654, 2.8773, 3.3253], [-2.4169, -1.5442, -1.9284], [1.5210, -2.4781, -0.7766], [-3.8682, -3.3918, -1.3002], [-0.7172, -3.0242, -0.1714], [0.2950, -2.0456, -0.2608], [-5.3845, 2.4398, 5.4175], [-3.6852, -1.5681, -0.3581], [-2.0719, -1.9012, 1.0341], [-3.1904, -1.1355, -2.5754], [-4.5308, -3.0603, -2.0966], [2.9299, 3.9290, -0.9914], [-1.8003, -2.2419, -2.4875], [-3.1893, -4.1432, -1.6966], [2.3228, -1.7748, -0.9472], [-4.4621, -3.8206, -0.4969], [2.5948, -1.4242, 1.7563], [-4.9622, 3.0247, 1.1954], [-1.7960, -0.7372, -1.5523], [-3.2868, 1.1099, 5.4362], [0.9722, -5.7972, -1.1829], [2.7417, -4.0826, -1.4968], [-6.1406, 3.5117, 3.3208], [-1.2475, -5.0925, -0.3783], [-0.5668, 3.2901, 1.1870], [4.2448, 2.1982, -1.1010], [-1.2345, 4.9742, -0.7668], [-2.5457, -3.5707, 0.7903], [5.0306, -1.2733, 1.2826]],
  "atomic_forces_ev_per_a": [[0.68, 0.13, -0.30], [-0.13, -0.02, 0.04], [-0.03, -0.15, 0.09], [-1.54, 0.20, 1.01], [-0.59, 0.35, -0.77], [-0.42, -0.46, 0.03], [0.38, -0.41, -0.90], [0.37, 0.27, 0.54], [0.45, 0.55, 0.48], [0.13, 0.06, 0.14], [0.68, -0.08, -0.19], [0.01, 0.06, -0.02], [-0.48, -0.42, -0.16], [-0.35, -0.51, 0.26], [0.21, -0.13, -0.03], [0.67, 0.46, 0.54], [-0.05, 0.12, 0.00], [-0.02, -0.08, -0.06], [-0.01, 0.05, 0.04], [0.27, -0.03, -0.17], [0.38, 0.04, -0.07], [0.04, -0.10, -0.13], [0.21, -0.13, -0.18], [-0.13, 0.51, -0.25], [-0.37, -0.26, -0.13], [0.02, 0.00, -0.01], [-0.15, 0.07, -0.09], [0.47, -0.05, 0.19], [0.01, -0.14, 0.16], [0.06, 0.09, -0.01], [0.09, -0.67, 0.14], [-0.31, 0.26, -0.02], [0.29, -0.06, 0.01], [0.04, 0.00, 0.11], [0.28, 0.15, -0.38], [0.02, 0.19, -0.20], [-0.23, -0.23, -0.13], [-0.21, -0.04, -0.13], [-0.11, 0.48, 0.47], [0.06, 0.05, 0.03], [0.00, -0.07, 0.00], [-0.12, 0.07, 0.04], [-0.09, -0.05, 0.09], [0.04, 0.11, 0.02], [0.00, 0.00, -0.01], [-0.03, -0.11, 0.06], [0.06, 0.03, 0.03], [0.02, 0.07, 0.09], [0.07, 0.05, 0.07], [-0.01, -0.04, -0.07], [-0.08, 0.02, 0.06], [-0.10, -0.21, -0.12], [0.01, 0.06, 0.02], [-0.01, 0.01, -0.04], [0.00, 0.02, -0.01], [-0.03, -0.04, 0.01], [-0.01, 0.01, 0.01], [-0.16, -0.11, -0.10], [-0.04, 0.00, -0.01], [0.05, 0.06, 0.00], [-0.16, 0.02, -0.11], [-0.05, -0.03, 0.03]],
  "mulliken_charge": [1.625, -0.138, -0.170, 0.122, 1.642, -0.460, -0.524, -1.328, -0.120, -0.730, -0.452, 0.195, 0.180, -0.170, -0.664, 0.772, -0.028, -0.778, -0.615, 0.644, -0.153, -0.785, 0.162, -1.111, -1.022, -0.838, -0.573, -0.281, -0.258, -0.851, 0.670, 0.723, -0.912, -0.734, -0.908, -0.323, -0.863, 0.945, 0.264, 0.421, 0.304, -0.690, 0.400, 0.361, 0.438, 0.441, 0.367, 0.500, 0.364, 0.482, 0.533, 0.128, 0.465, 0.405, 0.450, 0.432, 0.461, 0.328, 0.447, 0.517, 0.825, 0.466]
}

=====

The calculation returns the following energy above the lowest of the compared OMol25 structures with the same formula, charge and spin values, one per record and in order: 337.3; 0.0; 181.6 kJ/mol.